Density functional theory data (ωB97M-V/def2-TZVPD) for one molecule with the formula C4H9N3O.

Structure (XYZ):
```
17
Properties=species:S:1:pos:R:3:forces:R:3:lowdin_charge:R:1
H 1.227 2.778 1.890 0.477 0.354 0.085 0.02
N 1.111 1.867 1.477 -1.946 0.171 -1.484 0.05
C 0.026 1.972 0.730 1.972 -1.291 2.504 -0.23
N -0.564 0.892 0.167 0.513 0.094 0.259 -0.22
C -1.752 0.949 -0.589 -2.114 1.644 -1.049 -0.08
N 0.005 -0.314 -0.035 1.104 -1.188 -0.184 0.08
C 1.075 -0.741 0.509 0.333 1.116 0.881 -0.19
O 1.604 -1.898 0.046 0.250 0.651 1.603 -0.09
C 0.774 -2.619 -0.797 -1.158 -2.556 0.594 -0.13
H -0.532 2.880 0.714 -0.592 0.555 -0.484 0.11
H -2.037 2.025 -0.680 -0.162 -0.756 0.316 0.09
H -1.567 0.661 -1.640 -0.139 -0.344 0.594 0.09
H -2.615 0.371 -0.134 1.110 0.542 -0.562 0.11
H 1.610 -0.219 1.359 -0.355 -0.910 -1.404 0.13
H -0.251 -2.795 -0.376 0.734 0.631 -0.312 0.10
H 1.167 -3.648 -0.901 0.322 0.680 0.018 0.10
H 0.721 -2.161 -1.740 -0.348 0.607 -1.376 0.07
```
Forces are in eV/Å.

Properties
Charge   0
E_LUMO   0.92 eV
F_max   0.0669 Eh/bohr
HOMO   -8.23 eV
2S+1   1

Density functional theory data (ωB97M-V/def2-TZVPD) for one molecule with the formula C4H6O2.

Structure (XYZ):
```
12
Properties=species:S:1:pos:R:3:forces:R:3:lowdin_charge:R:1
C -0.414 1.611 -0.209 -0.288 0.022 0.172 0.03
C -1.042 0.571 0.327 0.042 0.513 -0.027 -0.24
O -1.216 -0.589 -0.404 -0.073 0.078 -0.039 -0.10
C -0.029 -1.377 -0.281 0.197 -0.262 0.099 -0.14
C 1.136 -0.516 0.221 0.456 -0.129 0.013 -0.28
O 1.636 -0.612 1.314 -0.128 -0.203 -0.449 0.06
H -0.048 2.433 0.394 -0.447 0.098 -0.029 0.08
H -0.156 1.600 -1.263 0.028 -0.015 0.115 0.08
H -1.350 0.517 1.372 0.040 0.033 -0.160 0.13
H 0.224 -1.767 -1.274 -0.060 0.006 0.148 0.13
H -0.185 -2.212 0.410 -0.035 0.143 0.003 0.13
H 1.503 0.214 -0.526 0.270 -0.282 0.154 0.12
```
Forces are in eV/Å.

Properties
Charge   0
E_LUMO   0.88 eV
F_max   0.0100 Eh/bohr
HOMO   -9.66 eV
2S+1   1

Density functional theory data (ωB97M-V/def2-TZVPD) for an isolated ion of composition HO3P2S2 and charge -1.

Structure (XYZ):
```
8
Properties=species:S:1:pos:R:3:forces:R:3:lowdin_charge:R:1
O 4.677 0.637 0.543 1.942 0.293 -0.191 -0.70
P 3.237 0.475 0.776 -2.265 -0.828 -0.038 0.18
S 2.132 0.505 -1.195 -0.229 0.295 -0.077 -0.06
P 2.537 -1.404 -0.506 1.501 0.861 -0.316 0.25
O 1.120 -2.105 -0.043 -2.579 -0.726 0.700 -0.99
S -0.505 -1.732 -0.174 1.360 -0.089 0.151 0.78
O -0.806 -0.821 1.176 0.308 -0.223 -0.465 -0.47
H -0.379 0.017 0.960 -0.039 0.418 0.236 0.00
```
Forces are in eV/Å.

Properties
Charge   -1
E_LUMO   3.19 eV
F_max   0.0538 Eh/bohr
HOMO   -3.33 eV
2S+1   1

Density functional theory data (ωB97M-V/def2-TZVPD) for C50H50BrN3O2RuSb2 as an isolated structure.

Structure (XYZ):
```
109
Properties=species:S:1:pos:R:3:forces:R:3:mulliken_spin:R:1
Ru 10.868 13.210 12.847 0.856 -1.452 0.098 3.53
C 17.145 16.679 11.175 0.392 -1.584 -0.173 0.00
O 16.283 17.650 11.709 -2.274 1.224 -0.498 0.06
C 15.550 18.478 10.923 0.557 0.382 0.030 0.13
C 16.106 19.186 9.850 0.831 0.173 -0.025 -0.08
C 15.480 20.306 9.260 -0.593 -0.663 0.234 0.21
Br 16.384 21.697 8.381 -0.170 -0.887 0.155 0.07
C 14.082 20.459 9.449 -0.615 -0.525 1.290 0.04
C 13.472 19.763 10.524 -0.070 1.265 -1.990 0.06
C 14.222 18.919 11.398 1.795 0.486 2.679 0.21
O 13.948 18.879 12.696 -0.186 -0.413 -3.112 0.24
C 12.129 20.108 10.969 -1.366 0.468 -2.402 0.02
N 11.785 19.928 12.214 0.005 1.704 -0.098 0.02
C 10.554 20.597 12.403 -0.196 -1.165 -1.168 0.01
C 9.755 20.625 13.558 -0.452 -0.560 -1.262 0.00
C 8.439 20.974 13.341 -1.317 1.791 0.244 0.00
C 7.936 21.416 12.077 1.708 -0.880 0.281 0.01
C 8.725 21.285 10.925 -0.605 1.305 -0.294 -0.01
C 10.077 20.955 11.073 -0.583 -0.675 2.538 0.01
N 11.096 20.701 10.187 1.581 -0.943 2.135 0.01
H 17.240 16.666 10.082 -0.131 0.320 0.277 0.00
H 16.789 15.675 11.507 0.005 0.708 -0.324 0.00
H 18.098 16.818 11.648 0.601 0.166 -0.052 0.00
H 17.152 18.997 9.583 -0.375 0.061 0.264 0.00
H 13.548 21.228 8.868 0.198 -0.465 0.509 0.00
H 12.868 19.471 12.689 -0.481 -0.304 0.911 -0.02
H 10.087 20.244 14.508 0.256 0.156 0.135 0.00
H 7.708 21.144 14.165 0.929 -0.525 -0.416 0.00
H 6.968 21.894 12.077 -0.153 -0.316 -0.381 0.00
H 8.304 21.604 9.957 0.359 -0.254 0.499 0.00
H 11.001 20.757 9.188 0.348 -0.045 -0.106 0.00
C 9.296 11.724 9.418 -0.347 1.482 0.183 0.03
C 7.928 12.064 10.070 -0.154 -1.317 -0.701 0.03
C 7.683 13.438 10.661 0.558 1.089 -1.055 0.06
Sb 9.582 14.449 11.172 -2.299 1.396 0.282 0.17
C 8.967 14.680 13.368 0.009 -0.574 -1.095 0.05
C 9.127 13.462 14.071 -1.698 0.529 1.891 -0.07
C 8.987 13.440 15.503 -0.036 0.828 -1.626 0.03
C 8.809 14.624 16.182 0.565 0.654 -0.476 0.02
C 8.698 15.839 15.453 0.384 -0.877 0.332 0.01
C 8.699 15.859 14.065 0.231 -0.303 0.230 0.04
C 10.403 16.117 10.125 -1.636 -0.096 0.601 -0.01
C 9.628 17.134 9.578 1.134 0.263 -0.737 -0.01
C 10.099 17.714 8.397 -0.392 0.666 -0.094 0.01
C 11.276 17.239 7.743 -0.886 0.025 0.929 0.00
C 12.042 16.243 8.337 0.188 -1.052 0.760 0.01
C 11.586 15.708 9.595 1.353 0.238 -1.734 0.03
Sb 11.036 11.529 10.732 0.034 -1.028 -0.852 0.05
C 12.483 11.704 9.010 0.923 0.392 1.545 0.04
C 12.638 10.632 8.177 -1.453 -1.825 -0.611 -0.01
C 13.646 10.596 7.202 0.254 -0.917 0.087 0.00
C 14.486 11.687 7.029 -0.664 0.339 -0.055 0.00
C 14.289 12.834 7.830 0.439 -1.062 -0.386 0.00
C 13.435 12.754 8.904 -1.545 -0.503 0.548 0.00
C 10.899 9.413 11.413 0.905 0.390 -1.007 0.07
C 9.790 8.915 12.082 0.668 -1.826 -0.027 0.00
C 9.713 7.522 12.397 -0.398 1.247 0.528 0.00
C 10.761 6.700 12.061 0.583 -0.302 -0.659 0.00
C 11.862 7.183 11.334 -0.274 1.157 0.606 0.00
C 11.971 8.563 11.061 0.362 -0.456 -0.412 0.00
H 9.493 12.530 8.667 0.346 -0.934 0.259 0.00
H 9.283 10.734 8.991 -0.246 -0.125 -0.596 0.00
H 7.822 11.328 10.859 -0.448 -0.174 0.232 0.00
H 7.110 11.860 9.314 0.922 0.121 0.793 0.00
H 7.148 13.392 11.591 -0.086 0.096 0.490 0.00
H 7.116 14.098 9.989 0.227 -0.203 0.120 0.01
H 9.038 12.481 13.538 0.001 -0.009 0.118 0.02
H 9.012 12.521 16.023 0.112 -0.906 0.440 0.00
H 8.850 14.650 17.272 -0.256 -0.016 -0.358 0.00
H 8.726 16.740 16.035 -0.570 0.457 -0.020 0.00
H 8.441 16.734 13.491 0.321 0.429 0.182 0.00
H 8.773 17.451 10.141 -0.576 0.316 -0.367 0.01
H 9.500 18.551 7.955 0.700 -0.910 0.251 0.00
H 11.513 17.662 6.781 0.200 -0.067 -0.141 0.00
H 12.910 15.735 7.820 -0.982 0.982 0.704 0.00
H 12.115 14.948 10.160 0.275 -0.087 -0.550 0.08
H 11.906 9.773 8.277 1.129 0.908 -0.318 0.00
H 13.805 9.640 6.651 -0.187 1.034 0.283 0.00
H 15.261 11.660 6.265 -0.215 0.110 0.156 0.00
H 14.853 13.724 7.615 0.383 0.138 0.276 0.00
H 13.440 13.439 9.725 0.143 0.829 -0.029 -0.02
H 9.000 9.537 12.397 -0.904 0.747 0.171 0.00
H 8.854 7.107 12.964 0.610 0.485 -0.515 0.00
H 10.750 5.649 12.330 -0.141 0.088 -0.088 0.00
H 12.629 6.488 11.049 0.328 -0.062 -0.122 0.00
H 12.890 8.974 10.536 -1.288 -0.621 0.590 0.00
C 15.027 9.744 14.293 0.108 -1.147 0.187 0.00
N 13.821 10.406 14.902 0.398 0.997 0.277 0.01
C 14.223 10.962 16.240 -0.635 -0.479 1.236 0.00
C 12.969 11.406 14.094 -0.681 -1.482 -0.881 0.21
C 13.601 12.695 13.664 1.952 1.836 -0.826 -0.43
C 14.957 13.138 13.731 -0.953 -0.918 0.732 -0.04
C 15.279 14.498 13.735 0.229 -0.134 -0.678 0.09
C 14.303 15.436 13.371 0.390 1.108 0.849 0.02
C 13.000 15.040 13.141 0.926 -0.511 -0.605 -0.03
C 12.740 13.675 13.157 -0.442 -0.432 1.937 0.07
H 15.577 9.302 15.165 -0.452 0.223 -1.031 0.00
H 15.693 10.416 13.772 -0.199 0.228 -0.061 0.00
H 14.663 8.938 13.622 0.378 0.568 0.308 0.00
H 13.227 9.610 15.076 -0.644 -0.128 0.225 0.00
H 15.018 11.692 16.132 -0.103 0.033 -0.139 0.00
H 14.560 10.131 16.902 -0.095 0.518 -0.718 0.00
H 13.341 11.389 16.750 0.414 0.056 -0.484 0.00
H 12.042 11.634 14.686 1.067 -0.179 0.063 -0.04
H 12.512 10.833 13.230 0.934 0.332 0.718 -0.08
H 15.738 12.400 13.822 0.325 0.119 0.517 0.00
H 16.312 14.793 14.024 -0.896 -0.144 -0.546 0.00
H 14.521 16.508 13.363 0.164 -0.387 0.154 -0.01
H 12.177 15.727 12.958 0.355 0.187 -0.169 0.02
```
Forces are in eV/Å.

Properties
Charge   +3
E_LUMO (spin up / spin down)   -6.85 / -9.49 eV
F_max   0.0634 Eh/bohr
HOMO (spin up / spin down)   -13.05 / -14.86 eV
2S+1   6

Density functional theory data (ωB97M-V/def2-TZVPD) for a 2-piece molecular cluster, C6H16N2 overall.

Structure (XYZ):
```
24
Properties=species:S:1:pos:R:3:forces:R:3:lowdin_charge:R:1
C 2.976 -0.432 -0.799 0.433 -0.062 -0.413 -0.01
C 2.155 0.606 -0.740 0.134 -0.259 0.123 -0.20
C 1.649 1.313 -1.974 -0.355 -0.113 0.343 -0.29
N 0.539 0.542 -2.589 0.521 0.632 -0.369 -0.01
H 3.384 -0.971 0.046 -0.290 0.129 0.250 0.05
H 3.349 -0.785 -1.758 -0.097 0.079 -0.032 0.06
H 1.793 0.920 0.233 -0.065 0.176 -0.029 0.08
H 1.349 2.333 -1.713 0.001 0.005 0.039 0.10
H 2.452 1.419 -2.702 0.045 -0.228 -0.033 0.10
H 0.459 0.895 -3.537 -0.170 -0.194 -0.087 0.06
H -0.333 0.793 -2.142 -0.163 -0.189 0.196 0.04
C -1.847 0.193 2.937 -0.356 0.198 0.080 -0.12
C -1.161 0.013 1.588 -0.442 -0.052 0.089 -0.28
C -1.706 -1.171 0.791 -0.313 0.456 0.365 -0.31
N -1.342 -1.037 -0.625 0.115 -0.604 0.557 -0.01
H -1.848 -0.720 3.535 0.118 -0.017 0.014 0.07
H -2.892 0.494 2.813 -0.011 -0.166 -0.135 0.07
H -1.405 0.998 3.526 0.227 -0.130 -0.004 0.07
H -1.331 0.910 0.989 0.268 0.056 -0.007 0.10
H -0.091 -0.134 1.753 0.086 0.151 -0.188 0.10
H -2.801 -1.182 0.837 0.042 0.127 0.075 0.11
H -1.385 -2.081 1.321 0.149 -0.157 -0.403 0.11
H -1.632 -1.890 -1.092 -0.005 0.105 -0.261 0.07
H -0.330 -1.029 -0.700 0.128 0.058 -0.171 0.04
```
Forces are in eV/Å.

Properties
Charge   0
E_LUMO   1.14 eV
F_max   0.0175 Eh/bohr
HOMO   -9.39 eV
2S+1   1